DFT (ωB97M-V with the def2-TZVPD basis set) results for a structure of composition C36H49IN3O4SW at a distorted geometry.

```
95
Properties=species:S:1:pos:R:3
W -0.09 0.35 -0.30
C -1.11 0.37 -2.52
C -0.09 -0.58 -2.75
C -0.34 -1.66 -1.85
C -1.47 -1.28 -1.05
C -2.02 -0.06 -1.54
C -3.47 0.42 -1.40
C -3.68 1.70 -2.20
C -3.95 0.63 0.03
C -4.32 -0.71 -2.02
C -0.01 -3.16 -1.81
C -1.24 -3.85 -2.43
C 1.19 -3.62 -2.65
C 0.13 -3.62 -0.34
C 1.04 -0.26 -3.75
C 1.09 -1.27 -4.91
C 0.79 1.12 -4.37
C 2.40 -0.19 -3.06
H -1.25 1.27 -3.08
H -2.03 -1.96 -0.42
H -3.07 2.52 -1.83
H -4.73 2.01 -2.11
H -3.47 1.57 -3.26
H -3.44 1.47 0.52
H -3.79 -0.25 0.64
H -5.02 0.85 0.01
H -3.92 -1.03 -2.99
H -5.34 -0.35 -2.18
H -4.36 -1.57 -1.37
H -1.44 -3.47 -3.44
H -2.14 -3.70 -1.83
H -1.05 -4.92 -2.51
H 0.91 -3.71 -3.69
H 1.49 -4.62 -2.31
H 2.06 -2.97 -2.59
H -0.83 -3.95 0.06
H 0.50 -2.82 0.32
H 0.82 -4.45 -0.26
H 0.09 -1.58 -5.22
H 1.66 -2.16 -4.65
H 1.57 -0.82 -5.77
H -0.15 1.17 -4.93
H 1.60 1.34 -5.08
H 0.79 1.92 -3.62
H 2.76 -1.16 -2.73
H 2.38 0.45 -2.17
H 3.14 0.22 -3.75
S 0.60 -0.28 1.98
C 1.57 1.15 1.78
C 2.29 1.87 2.73
C 3.01 2.96 2.32
C 3.02 3.33 0.96
C 2.28 2.59 0.08
N 1.58 1.53 0.49
H 2.26 1.56 3.77
H 3.57 3.55 3.04
H 3.60 4.18 0.62
H 2.22 2.83 -0.98
I 5.65 -4.47 0.49
C 4.65 -2.69 0.48
C 4.98 -1.53 1.13
N 4.01 -0.64 0.82
N 3.06 -1.14 0.01
C 3.45 -2.39 -0.20
H 5.80 -1.28 1.78
H 3.93 0.31 1.15
H 2.87 -3.05 -0.81
O -0.94 4.63 -2.34
C -1.54 4.93 -1.17
C -2.19 6.16 -1.09
C -2.84 6.52 0.07
C -2.85 5.68 1.19
C -2.21 4.46 1.11
C -1.56 4.07 -0.06
C -0.97 2.75 -0.12
O -0.31 2.32 -1.14
O -1.08 1.88 0.79
H -0.52 3.76 -2.27
H -2.18 6.81 -1.96
H -3.34 7.47 0.11
H -3.35 5.99 2.10
H -2.21 3.79 1.96
C -2.27 -0.70 4.51
C -2.35 -2.20 4.15
C -2.48 -2.21 2.62
O -2.28 -0.87 2.18
C -2.74 -0.02 3.23
H -1.25 -0.41 4.72
H -2.89 -0.44 5.36
H -3.21 -2.68 4.62
H -1.45 -2.73 4.48
H -3.48 -2.55 2.31
H -1.73 -2.84 2.13
H -3.83 0.05 3.19
H -2.31 0.97 3.06
```

## Properties
2S+1 ... 3
HOMO (spin up / spin down) ... -10.671 / -10.784 eV
Orbital gap (spin up / spin down) ... 7.6 / 7.2 eV
Energy relative to the best compared isomer or geometry (same formula, charge and spin) ... 50.0 kcal/mol
Total charge ... +1



DFT (ωB97M-V with the def2-TZVPD basis set) results for a structure of composition C36H49N5O2P2PdS.

```
96
Properties=species:S:1:pos:R:3
Pd 0.75 -0.09 -0.02
C 1.83 0.02 -3.92
C 0.40 -0.44 -3.66
C -0.54 0.75 -3.78
P 0.23 -1.23 -1.97
C 1.13 -2.84 -2.29
C 0.56 -3.97 -1.42
C 2.61 -2.67 -1.95
C -1.54 -1.80 -2.13
C -1.94 -2.49 -3.27
C -3.24 -2.92 -3.50
C -3.62 -3.64 -4.77
C -4.18 -2.62 -2.52
C -3.83 -1.96 -1.36
C -2.50 -1.53 -1.11
N -2.09 -0.84 -0.03
C -2.52 -0.87 1.23
C -3.41 -1.82 1.82
C -3.78 -1.73 3.14
C -3.30 -0.73 3.98
C -3.69 -0.64 5.43
C -2.38 0.16 3.43
C -1.95 0.10 2.11
P -0.57 1.11 1.43
C 0.35 1.80 2.92
C 0.89 0.67 3.78
C -0.19 2.94 3.79
C -1.45 2.65 0.83
C -2.75 3.00 1.56
C -1.71 2.55 -0.66
H 1.87 0.66 -4.80
H 2.51 -0.82 -4.08
H 2.21 0.59 -3.06
H 0.13 -1.18 -4.41
H -0.29 1.51 -3.03
H -1.58 0.47 -3.62
H -0.45 1.21 -4.77
H 1.01 -3.10 -3.35
H 0.59 -3.69 -0.36
H 1.19 -4.86 -1.52
H -0.46 -4.22 -1.69
H 2.73 -2.59 -0.87
H 3.06 -1.78 -2.39
H 3.18 -3.55 -2.29
H -1.19 -2.73 -4.02
H -2.75 -4.14 -5.21
H -4.02 -2.96 -5.53
H -4.38 -4.40 -4.58
H -5.22 -2.92 -2.66
H -4.59 -1.73 -0.62
H -3.78 -2.63 1.21
H -4.47 -2.48 3.54
H -4.71 -1.01 5.60
H -3.66 0.39 5.79
H -3.04 -1.23 6.08
H -1.97 0.93 4.08
H 1.22 2.22 2.38
H 0.12 0.26 4.43
H 1.72 1.01 4.41
H 1.26 -0.15 3.16
H -1.04 2.63 4.41
H -0.51 3.80 3.20
H 0.59 3.28 4.47
H -0.71 3.45 1.00
H -3.47 2.20 1.44
H -3.18 3.92 1.14
H -2.61 3.15 2.63
H -2.43 1.76 -0.88
H -0.79 2.29 -1.19
H -2.11 3.50 -1.05
N 1.09 -1.87 7.90
C 1.50 -2.16 6.58
C 2.85 -2.19 6.25
C 3.25 -2.47 4.95
C 2.31 -2.75 3.98
C 0.96 -2.75 4.31
C 0.55 -2.46 5.60
S 2.76 -3.06 2.29
O 4.14 -3.50 2.30
O 1.77 -4.00 1.81
N 2.53 -1.71 1.51
C 3.39 -0.69 1.59
N 3.25 0.24 0.60
C 4.02 1.30 0.65
C 4.95 1.53 1.65
C 5.03 0.53 2.61
N 4.29 -0.56 2.60
H 1.73 -1.25 8.37
H 0.16 -1.48 7.93
H 3.59 -1.96 7.01
H 4.29 -2.47 4.67
H 0.22 -2.95 3.54
H -0.50 -2.43 5.84
H 3.87 2.02 -0.16
H 5.57 2.42 1.68
H 5.73 0.62 3.44
```

## Properties
HOMO ... -0.542 eV
Orbital gap ... 5.0 eV
Energy relative to the best compared isomer or geometry (same formula, charge and spin) ... 4.2 kcal/mol
Total charge ... -2